{
  "formula": "C16H49NO12",
  "method": "ωB97M-V with the def2-TZVPD basis set",
  "species": ["C", "O", "C", "C", "N", "H", "H", "C", "C", "O", "C", "H", "H", "H", "H", "H", "H", "H", "H", "H", "H", "H", "H", "H", "H", "C", "O", "O", "O", "H", "C", "C", "O", "H", "H", "H", "H", "H", "H", "C", "C", "O", "H", "H", "H", "H", "H", "H", "C", "O", "H", "H", "H", "H", "C", "O", "H", "H", "H", "H", "C", "O", "H", "H", "H", "H", "C", "O", "H", "H", "H", "H", "C", "O", "H", "H", "H", "H"],
  "positions_angstrom": [[0.60035, 1.80302, -4.50110], [1.06469, 0.56093, -4.08544], [0.33649, -0.02722, -2.97451], [0.86570, -1.44808, -2.70501], [0.50028, -2.00976, -1.42975], [0.86835, -1.31804, -0.65863], [-0.44095, -2.05026, -1.38315], [1.15240, -3.26483, -0.93435], [0.38820, -4.40712, -1.74822], [0.85788, -5.62905, -1.10945], [0.33717, -6.89019, -1.75112], [-0.65073, 1.90645, -4.40784], [1.03923, 1.97662, -5.37833], [0.88909, 2.65853, -3.86961], [-0.69036, -0.19660, -2.89394], [0.60262, 0.57702, -2.09672], [2.14988, -1.43030, -2.49545], [0.51022, -2.01593, -3.61485], [0.96326, -3.40952, 0.08471], [2.21222, -3.37769, -1.24729], [0.73343, -4.53722, -2.81238], [-0.69184, -4.13014, -1.35236], [-0.66590, -7.01835, -1.56163], [0.96157, -7.81818, -1.29348], [0.33368, -6.87633, -2.94701], [0.51645, 0.36770, 0.74636], [-0.64901, -0.08040, 0.15032], [0.50586, 1.22239, 1.67714], [1.59860, -0.13199, 0.30065], [-0.36062, 1.53553, 1.92343], [-3.00552, 3.91889, -0.81803], [-2.11212, 2.73393, -0.57844], [-2.83689, 1.55557, -0.95323], [-3.17168, 4.19891, -1.88344], [-2.38341, 4.86877, -0.48909], [-3.82298, 4.13007, -0.23907], [-1.79702, 2.83552, 0.40371], [-1.22389, 2.87054, -1.11244], [-2.37973, 0.88023, -0.73432], [0.76802, 6.20034, 1.36673], [0.81983, 4.60953, 1.86237], [0.75411, 3.71472, 0.77965], [0.89738, 6.80088, 2.24894], [-0.04487, 6.29417, 0.80990], [1.61200, 6.46768, 0.64882], [0.25923, 4.52104, 2.61299], [1.85931, 4.59232, 2.09556], [0.67620, 3.01738, 1.21527], [5.04792, -0.27341, -0.04400], [3.91226, -0.39400, -0.88750], [5.65236, -1.26580, 0.19463], [4.80939, -0.01986, 0.93016], [5.75348, 0.42720, -0.30580], [3.14344, -0.32035, -0.26724], [-1.37966, -1.73061, 3.20094], [-1.25464, -2.09579, 1.82631], [-2.31331, -1.89530, 3.66367], [-1.08309, -0.61714, 3.27072], [-0.70991, -2.25504, 3.78804], [-1.17567, -1.34250, 1.37219], [-3.09266, 1.93138, 2.85949], [-1.79512, 2.40397, 3.33323], [-3.52198, 1.68084, 3.80052], [-3.04733, 1.02745, 2.37660], [-3.59860, 2.68716, 2.31410], [-1.88526, 2.45755, 4.21671], [-3.23696, -2.12261, -1.17993], [-2.15514, -2.50182, -2.02973], [-3.00440, -1.19337, -0.69269], [-3.37453, -2.86455, -0.32910], [-4.12819, -1.88989, -1.74278], [-2.47670, -3.09194, -2.85865], [2.47604, -0.93433, 3.64690], [2.17476, -1.59862, 2.63100], [1.88185, -0.84389, 4.33596], [2.51478, -0.04615, 3.56756], [3.51742, -1.11650, 4.03975], [1.64329, -0.95359, 2.10207]],
  "atomic_forces_ev_per_a": [[-4.717, 0.670, 4.276], [-1.526, -1.883, 0.876], [3.717, 0.395, 2.011], [5.121, 0.351, -1.623], [4.754, 1.414, 2.571], [-0.896, -0.155, -1.280], [-4.183, -0.460, 0.740], [-0.317, -1.951, -4.806], [0.262, -0.480, 3.062], [-1.142, -1.522, -1.492], [3.664, 0.145, -0.919], [3.191, -0.521, -0.992], [0.979, 0.654, -3.958], [0.308, -0.425, 0.443], [-2.306, 0.773, -1.350], [-0.220, 0.030, -0.017], [-3.582, 0.085, -1.690], [0.845, -0.178, 1.257], [-0.153, 0.080, 1.493], [-0.540, 0.893, 0.646], [-1.201, 0.926, 0.720], [1.509, -1.263, -2.055], [-2.343, -0.215, 1.042], [-1.409, 2.462, -1.291], [0.803, 0.143, 2.424], [-3.281, -4.849, -6.548], [3.138, 2.388, 2.869], [1.220, 1.522, 2.354], [-1.261, 0.989, 1.521], [-1.216, -0.021, 0.299], [3.723, 3.498, -1.711], [-2.691, 0.171, -1.360], [-4.539, 7.696, -1.889], [-0.263, -0.768, 0.620], [-0.578, -1.656, -0.570], [-2.506, -0.615, 1.363], [0.310, -0.761, 2.450], [1.375, -0.090, -1.335], [5.302, -7.480, 2.503], [4.285, -3.149, 1.091], [6.518, 5.375, -7.385], [-0.419, 9.483, -5.214], [-0.476, 0.457, 0.228], [-4.047, 1.043, -1.889], [-0.714, -0.752, 1.068], [-5.016, -1.399, 5.734], [0.851, -0.284, 1.381], [-0.776, -10.224, 4.783], [0.316, -3.896, 0.257], [0.257, -0.031, 1.001], [-1.235, 1.400, -1.160], [-1.143, 0.777, 2.088], [1.441, 1.671, -1.485], [0.700, 0.050, -0.922], [0.960, 2.870, -1.695], [-0.994, -5.093, 3.654], [-1.609, -0.041, -0.054], [-0.630, -1.465, 0.294], [1.761, -1.182, 0.996], [0.450, 4.712, -3.282], [1.172, 1.357, 2.533], [0.529, -0.525, -5.629], [-1.603, -0.011, 0.441], [0.607, -1.960, -1.758], [-0.498, 0.594, -0.443], [-0.054, 0.396, 4.528], [-0.180, -0.799, 1.037], [-1.046, -1.799, -2.985], [0.604, 0.406, 0.142], [-0.131, 0.647, -1.267], [-0.449, -0.455, -0.131], [0.900, 2.146, 3.191], [9.227, -6.075, 2.292], [-3.314, -3.266, -7.390], [-6.909, -1.255, 8.415], [1.321, 12.509, -2.818], [-0.833, -0.551, 0.018], [0.830, -1.673, -0.323]],
  "e_above_lowest_kj_mol": 913.9,
  "homo_lumo_gap_ha": 0.3541,
  "total_charge": 0
}